--- w ---
Formula: C6H6N2O2
Source: the OMol25 dataset
Level of theory: ωB97M-V with the def2-TZVPD basis set

Computed properties:
Charge ... 0
Frontier orbital gap ... 9.785 eV
SMILES string ... O=c1cc[nH]c(=O)[nH]1.C#C

Cartesian coordinates (Å):
O  1.98098  1.38988  -1.01620
C  0.92791  1.15537  -0.42273
C  0.38472  2.10737  0.60813
C  -0.62076  1.63645  1.39231
N  -1.04225  0.34526  1.37782
C  -0.81077  -0.57463  0.31547
O  -1.21934  -1.76222  0.35854
N  0.08378  0.01120  -0.58420
H  0.83728  3.02988  0.80331
H  -1.01599  2.13323  2.34567
H  -1.70654  0.03744  2.17197
H  0.22675  -0.44723  -1.52379
C  0.58195  -2.03749  -2.01732
C  0.50410  -2.55625  -0.92853
H  0.70852  -1.38706  -2.84894
H  0.17965  -3.08119  -0.03151

Electronic structure analysis, natural (NBO) charges in units of e:
1. O -0.570
2. C 0.660
3. C -0.385
4. C 0.062
5. N -0.612
6. C 0.800
7. O -0.623
8. N -0.675
9. H 0.239
10. H 0.218
11. H 0.431
12. H 0.448
13. C -0.373
14. C -0.132
15. H 0.243
16. H 0.270

--- x ---
Formula: C6H6N2O2
Source: the OMol25 dataset
Level of theory: ωB97M-V with the def2-TZVPD basis set

Computed properties:
Charge ... 0
Frontier orbital gap ... 8.685 eV
SMILES string ... C=c1[nH]c(=O)c(=C)[nH]c1=O

Cartesian coordinates (Å):
C  -0.88510  1.34487  2.27357
C  -0.23081  0.82381  1.20629
N  0.35203  -0.41187  1.30262
C  0.65179  -1.24480  0.17973
O  0.61866  -2.46852  0.35510
C  0.37458  -0.69588  -1.21113
C  0.70159  -1.50236  -2.34602
N  -0.14113  0.63990  -1.32492
C  -0.18452  1.45248  -0.12550
O  -0.16792  2.68723  -0.21682
H  -0.97656  0.76114  3.19160
H  -1.37688  2.30662  2.30247
H  0.38093  -0.96982  2.13217
H  1.25873  -2.45020  -2.27179
H  0.37760  -1.11478  -3.30493
H  -0.75298  0.84217  -2.14244

Electronic structure analysis, natural (NBO) charges in units of e:
1. C -0.395
2. C 0.056
3. N -0.598
4. C 0.628
5. O -0.562
6. C 0.060
7. C -0.386
8. N -0.636
9. C 0.641
10. O -0.530
11. H 0.200
12. H 0.230
13. H 0.420
14. H 0.240
15. H 0.198
16. H 0.433

x (186.1 kJ/mol below the next structure)

--- w ---
Formula: C6H6N2O2
Source: the OMol25 dataset
Level of theory: ωB97M-V with the def2-TZVPD basis set

Computed properties:
Charge ... 0
Frontier orbital gap ... 9.092 eV
SMILES string ... COn1ccc2ocnc21

Cartesian coordinates (Å):
C  0.64358  -0.08228  -2.35641
O  -0.59228  -0.55156  -1.87055
N  -0.72137  -0.18963  -0.54290
C  -1.91675  -0.32567  0.11062
C  -1.70757  -0.10806  1.46519
C  -0.32907  0.19870  1.66705
O  0.75653  0.43410  2.49196
C  1.82668  0.40383  1.69554
N  1.61826  0.23146  0.43174
C  0.28729  0.02199  0.39041
H  0.59977  -0.42255  -3.39695
H  1.32607  -0.45073  -1.57667
H  0.54534  0.92727  -2.43250
H  -2.77057  -0.49900  -0.41418
H  -2.34327  -0.10205  2.29903
H  2.77736  0.51419  2.03861

Electronic structure analysis, natural (NBO) charges in units of e:
1. C -0.267
2. O -0.335
3. N -0.049
4. C -0.054
5. C -0.332
6. C 0.176
7. O -0.392
8. C 0.340
9. N -0.480
10. C 0.159
11. H 0.203
12. H 0.218
13. H 0.174
14. H 0.223
15. H 0.229
16. H 0.187

--- x ---
Formula: C6H6N2O2
Source: the OMol25 dataset
Level of theory: ωB97M-V with the def2-TZVPD basis set

Computed properties:
Charge ... 0
Frontier orbital gap ... 9.551 eV
SMILES string ... O=c1cc[nH]c(=O)[nH]1.C#C

Cartesian coordinates (Å):
O  3.16198  -1.72535  0.11000
C  2.34837  -0.87332  0.00079
C  2.60318  0.51681  -0.23433
C  1.65974  1.39293  -0.12406
N  0.34955  1.07160  0.32646
C  -0.11200  -0.24493  0.11529
O  -1.34158  -0.54074  0.18444
N  0.99664  -1.09971  0.03813
H  3.59452  0.71573  -0.37158
H  1.88456  2.47048  0.01211
H  -0.40945  1.79319  0.41849
H  0.62140  -2.03704  0.00046
C  -3.43789  0.13050  0.02275
C  -4.14081  -0.89532  -0.17096
H  -3.11233  1.12840  -0.15355
H  -4.66591  -1.80320  -0.17444

Electronic structure analysis, natural (NBO) charges in units of e:
1. O -0.552
2. C 0.648
3. C -0.374
4. C 0.061
5. N -0.618
6. C 0.796
7. O -0.609
8. N -0.645
9. H 0.239
10. H 0.222
11. H 0.427
12. H 0.428
13. C -0.194
14. C -0.268
15. H 0.214
16. H 0.225

x (137.9 kJ/mol below the next structure)

--- w ---
Formula: C6H9NS
Source: the OMol25 dataset
Level of theory: ωB97M-V with the def2-TZVPD basis set

Computed properties:
Charge ... 0
Frontier orbital gap ... 9.033 eV
SMILES string ... C=CCC(=S)N1CC1

Cartesian coordinates (Å):
C  -2.92059  0.07488  -0.46402
C  -1.85600  -0.67772  -0.26426
C  -0.93545  -0.42809  0.93911
C  0.46434  -0.42236  0.43039
S  1.38835  -1.59209  -0.24542
N  0.85001  0.92850  0.56601
C  0.14289  1.99756  -0.14072
C  1.57436  1.57865  -0.41357
H  -3.58828  0.01612  -1.25939
H  -3.13195  0.86571  0.30589
H  -1.51251  -1.50652  -0.93347
H  -1.22628  0.41384  1.55133
H  -0.92762  -1.29917  1.68275
H  -0.61848  1.76179  -0.83497
H  -0.09490  2.85151  0.50667
H  1.70881  0.91568  -1.32414
H  2.41013  2.21745  -0.25156

Electronic structure analysis, natural (NBO) charges in units of e:
1. C -0.399
2. C -0.165
3. C -0.533
4. C 0.134
5. S -0.053
6. N -0.425
7. C -0.256
8. C -0.228
9. H 0.204
10. H 0.186
11. H 0.225
12. H 0.233
13. H 0.244
14. H 0.212
15. H 0.206
16. H 0.205
17. H 0.210

--- x ---
Formula: C6H9NS
Source: the OMol25 dataset
Level of theory: ωB97M-V with the def2-TZVPD basis set

Computed properties:
Charge ... 0
Frontier orbital gap ... 9.565 eV
SMILES string ... N[C@H]1C[C@@H]2C=C[C@H]1S2

Cartesian coordinates (Å):
N  -1.78197  -0.06005  1.42688
C  -0.63558  0.39016  0.69950
C  0.58902  -0.60550  0.93119
C  1.02141  -1.06561  -0.44374
C  1.56986  0.23099  -1.08734
C  0.53339  1.05195  -1.32220
C  -0.76163  0.42714  -0.87136
S  -0.49537  -1.40663  -1.36723
H  -2.58650  0.57638  1.19735
H  -1.95356  -0.98368  1.03158
H  -0.30814  1.38143  1.12024
H  1.41863  -0.08887  1.44650
H  0.16612  -1.38052  1.58075
H  1.66773  -1.96331  -0.44815
H  2.64094  0.51859  -1.11310
H  0.58602  2.10967  -1.52472
H  -1.67036  0.86786  -1.25614

Electronic structure analysis, natural (NBO) charges in units of e:
1. N -0.827
2. C -0.050
3. C -0.420
4. C -0.390
5. C -0.194
6. C -0.217
7. C -0.348
8. S 0.167
9. H 0.356
10. H 0.360
11. H 0.198
12. H 0.217
13. H 0.226
14. H 0.243
15. H 0.226
16. H 0.221
17. H 0.231

x (156.6 kJ/mol below the next structure)

--- w ---
Formula: C6H9NS
Source: the OMol25 dataset
Level of theory: ωB97M-V with the def2-TZVPD basis set

Computed properties:
Charge ... 0
Frontier orbital gap ... 9.834 eV

Cartesian coordinates (Å):
C  -1.21806  0.50627  -0.14866
C  -0.09982  0.42776  0.93980
C  0.66298  1.22886  -0.10935
C  -0.04521  0.32811  -1.11932
C  1.56703  -1.29335  -0.06595
C  0.31657  -0.95964  0.63086
H  -3.37878  -0.02186  0.85631
H  -1.54836  1.50850  -0.29261
H  -0.14923  0.69629  2.03129
H  0.31532  2.19480  -0.16741
H  1.74850  1.22421  -0.23218
H  -0.16028  0.57914  -2.15925
H  2.01550  -2.23545  -0.14008
H  2.40913  -0.58368  -0.18281
H  -0.17258  -1.80426  1.16225
N  0.36756  -1.11928  -0.80866
S  -2.63029  -0.67643  -0.19423

Electronic structure analysis, natural (NBO) charges in units of e:
1. C -0.299
2. C -0.250
3. C -0.415
4. C -0.066
5. C -0.255
6. C -0.107
7. H 0.135
8. H 0.212
9. H 0.234
10. H 0.212
11. H 0.209
12. H 0.217
13. H 0.207
14. H 0.183
15. H 0.221
16. N -0.391
17. S -0.046

--- x ---
Formula: C6H9NS
Source: the OMol25 dataset
Level of theory: ωB97M-V with the def2-TZVPD basis set

Computed properties:
Charge ... 0
Frontier orbital gap ... 8.005 eV
SMILES string ... C=C/C(=C/N)C(C)=S

Cartesian coordinates (Å):
C  0.07091  -1.44683  -2.67830
C  -0.62990  -0.94200  -1.63594
C  -0.02061  -0.46565  -0.36589
C  0.99242  -1.25625  0.15616
N  1.71846  -1.03754  1.24707
C  -0.52476  0.72302  0.24467
C  -1.67232  1.42016  -0.46338
S  0.02760  1.41007  1.66850
H  -0.45940  -1.82811  -3.58988
H  1.16878  -1.48695  -2.69854
H  -1.71185  -0.86284  -1.72638
H  1.24294  -2.14217  -0.37595
H  1.53362  -0.21942  1.81404
H  2.37252  -1.73256  1.53700
H  -1.41449  1.62033  -1.52308
H  -2.60319  0.77819  -0.44847
H  -1.89412  2.38054  0.04184

Electronic structure analysis, natural (NBO) charges in units of e:
1. C -0.416
2. C -0.178
3. C -0.311
4. C 0.172
5. N -0.740
6. C -0.018
7. C -0.678
8. S -0.153
9. H 0.205
10. H 0.193
11. H 0.205
12. H 0.201
13. H 0.427
14. H 0.394
15. H 0.231
16. H 0.227
17. H 0.240

--- y ---
Formula: C6H9NS
Source: the OMol25 dataset
Level of theory: ωB97M-V with the def2-TZVPD basis set

Computed properties:
Charge ... 0
Frontier orbital gap ... 9.778 eV
SMILES string ... N[C@@]12C=C[C@@H](S)[C@@H]1C2

Cartesian coordinates (Å):
N  1.62178  -1.12362  1.19363
C  0.78847  -0.28318  0.16168
C  0.09085  -1.10895  -0.91147
C  -1.12228  -0.58119  -1.15860
C  -1.31104  0.55748  -0.32722
S  -2.69360  0.25749  1.01715
C  0.10884  1.00502  0.44416
C  1.43926  1.01907  -0.29603
H  2.01468  -2.12562  0.75115
H  0.68368  -1.43558  1.82054
H  0.67139  -1.90384  -1.40028
H  -1.97067  -1.19643  -1.68379
H  -1.64882  1.37235  -1.08842
H  -2.95979  1.50110  1.33824
H  0.16643  1.70670  1.33462
H  2.42909  1.33248  0.25661
H  1.69172  1.00672  -1.45199

Electronic structure analysis, natural (NBO) charges in units of e:
1. N -0.832
2. C 0.047
3. C -0.171
4. C -0.262
5. C -0.280
6. S -0.078
7. C -0.260
8. C -0.442
9. H 0.363
10. H 0.356
11. H 0.223
12. H 0.248
13. H 0.238
14. H 0.122
15. H 0.268
16. H 0.244
17. H 0.214

x (218.0 kJ/mol below the next structure)

--- w ---
Formula: C2H8NS
Source: the OMol25 dataset
Level of theory: ωB97M-V with the def2-TZVPD basis set

Computed properties:
Charge ... +1
Frontier orbital gap ... 9.288 eV
SMILES string ... [NH3+]CCS

Cartesian coordinates (Å):
N  1.39249  -0.24459  0.65885
C  0.43171  -0.10794  -0.56387
C  -0.87323  0.58524  -0.17168
S  -1.83296  -0.78679  0.43805
H  1.31981  -1.18870  0.98904
H  1.28707  0.49928  1.37774
H  2.31988  -0.05978  0.43429
H  1.11825  0.49810  -1.38103
H  0.21365  -1.13170  -0.98059
H  -1.31876  0.93087  -1.09237
H  -1.20596  1.44310  0.54378
H  -2.85195  -0.43711  -0.25220

Electronic structure analysis, natural (NBO) charges in units of e:
1. N -0.684
2. C -0.233
3. C -0.630
4. S -0.015
5. H 0.450
6. H 0.453
7. H 0.435
8. H 0.245
9. H 0.272
10. H 0.267
11. H 0.292
12. H 0.148

--- x ---
Formula: C2H8NS
Source: the OMol25 dataset
Level of theory: ωB97M-V with the def2-TZVPD basis set

Computed properties:
Charge ... +1
Frontier orbital gap ... 9.861 eV
SMILES string ... [NH3+]CCS

Cartesian coordinates (Å):
N  -0.65863  -0.13755  -1.27254
C  0.57811  0.17213  -0.51635
C  0.25467  0.50325  0.92782
S  -0.65060  -0.90028  1.67794
H  -0.44797  -0.36228  -2.22825
H  -1.28732  0.66730  -1.28418
H  -1.11254  -0.97081  -0.87903
H  1.26182  -0.67547  -0.54788
H  1.16874  0.95942  -0.99055
H  -0.44135  1.33438  1.02650
H  1.14978  0.77158  1.46987
H  0.18528  -1.36166  2.61666

Electronic structure analysis, natural (NBO) charges in units of e:
1. N -0.668
2. C -0.252
3. C -0.544
4. S -0.069
5. H 0.447
6. H 0.445
7. H 0.460
8. H 0.244
9. H 0.245
10. H 0.235
11. H 0.274
12. H 0.181

--- y ---
Formula: C2H8NS
Source: the OMol25 dataset
Level of theory: ωB97M-V with the def2-TZVPD basis set

Computed properties:
Charge ... +1
Frontier orbital gap ... 5.382 eV

Cartesian coordinates (Å):
C  0.68293  0.05439  -0.17038
C  0.20969  1.29555  0.35092
S  2.69594  -0.41367  -0.80120
N  -1.93839  -0.64040  0.08376
H  0.29954  -0.24642  -1.17266
H  0.64448  -0.71494  0.58350
H  0.24965  2.27416  -0.23662
H  0.28388  1.40952  1.51223
H  3.37288  -1.37447  -0.21916
H  -2.53146  -0.96081  0.86857
H  -2.35544  -0.99095  -0.82241
H  -1.61369  0.30803  0.02345

Electronic structure analysis, natural (NBO) charges in units of e:
1. C -0.588
2. C 0.045
3. S 0.210
4. N -1.077
5. H 0.310
6. H 0.286
7. H 0.257
8. H 0.252
9. H 0.162
10. H 0.408
11. H 0.399
12. H 0.334

x (138.1 kJ/mol below the next structure)

--- w ---
Formula: C4H12N2S
Source: the OMol25 dataset
Level of theory: ωB97M-V with the def2-TZVPD basis set

Computed properties:
Charge ... +1
Frontier orbital gap (alpha / beta) ... 4.451 / 6.090 eV
⟨S²⟩ ... 1.5046
2S+1 ... 2

Cartesian coordinates (Å):
C  0.60104  2.12211  0.63374
C  0.06346  0.73624  0.56850
C  0.18516  0.03909  -0.82651
S  -0.42285  0.68592  -2.38277
N  0.54223  -0.07906  1.60341
C  -0.26607  -1.20000  1.79050
N  0.45401  -2.49482  1.44335
H  0.68302  2.49495  1.64118
H  0.02616  2.74192  -0.08126
H  1.62060  2.21988  0.25391
H  -2.87317  -1.27381  -2.16189
H  -0.36720  -0.93810  -0.71794
H  1.20174  -0.25162  -1.01396
H  -2.71169  -0.59988  -1.84388
H  -1.02439  0.89437  0.66551
H  -1.16190  -1.27905  1.05578
H  -0.51141  -1.39845  2.86468
H  1.43871  -2.38771  1.51707
H  -0.03001  -3.36476  1.62049

Electronic structure analysis, natural (NBO) charges in units of e:
1. C -0.628
2. C -0.162
3. C -0.608
4. S 0.266
5. N -0.120
6. C -0.178
7. N -0.409
8. H 0.244
9. H 0.244
10. H 0.229
11. H 0.038
12. H 0.228
13. H 0.248
14. H -0.036
15. H 0.240
16. H 0.235
17. H 0.335
18. H 0.414
19. H 0.421

--- x ---
Formula: C4H12N2S
Source: the OMol25 dataset
Level of theory: ωB97M-V with the def2-TZVPD basis set

Computed properties:
Charge ... +1
Frontier orbital gap (alpha / beta) ... 3.983 / 6.039 eV
⟨S²⟩ ... 1.1407
2S+1 ... 2

Cartesian coordinates (Å):
C  0.80312  2.52679  -0.34613
C  1.02780  1.25852  0.49674
S  2.52252  0.44302  -0.01753
N  0.74721  2.13164  -1.77447
H  1.60771  3.23630  -0.13813
H  -0.12016  3.04544  -0.09307
H  0.11779  0.66118  0.35615
H  1.09542  1.47477  1.57339
H  1.50881  1.46336  -1.90517
H  0.99000  2.94514  -2.33210
C  -2.34079  -2.24423  0.30702
C  0.03508  -2.03922  0.65741
N  -1.25086  -1.42331  0.78322
H  -3.27904  -1.86580  0.72695
H  -2.22071  -3.31274  0.52713
H  -2.45272  -2.14745  -0.78552
H  0.36872  -2.51667  -0.28000
H  0.40495  -2.61167  1.52252
H  0.43519  -1.02509  0.72161

Electronic structure analysis, natural (NBO) charges in units of e:
1. C -0.227
2. C -0.640
3. S 0.355
4. N -0.797
5. H 0.192
6. H 0.215
7. H 0.223
8. H 0.281
9. H 0.335
10. H 0.380
11. C -0.532
12. C -0.558
13. N 0.085
14. H 0.262
15. H 0.257
16. H 0.304
17. H 0.264
18. H 0.323
19. H 0.278

x (36.0 kJ/mol below the next structure)